Entry 1:
Here is a structure of composition C39H42Cl2CrN9O6P from OMol25. Energies are from ωB97M-V with the def2-TZVPD basis set.

**Total energy**: -4761.77984 Ha
**Kohn-Sham gap (spin up / spin down)**: 0.187 / 0.255 Eh
**Spin multiplicity**: 4
**HOMO level (spin up / spin down)**: -2.72 / -4.58 eV
**Total charge**: -1

Last column: Löwdin spin population.
Element x y z (Å)
Cr -1.424 -0.130 1.206  1.170
O -1.756 -1.050 3.049  0.113
C -0.571 -0.659 2.864  0.126
C 0.614 -0.848 3.599  0.087
C 0.469 -0.974 5.022  0.092
C 1.538 -0.900 5.870  0.022
C 2.835 -0.720 5.372  0.155
C 3.033 -0.686 3.997  0.004
C 1.987 -0.780 3.089  0.140
P 2.322 -0.918 1.298  0.021
C 2.833 -2.681 1.143  0.013
C 2.931 -3.571 2.206  0.002
C 3.227 -4.909 1.977  0.000
C 3.436 -5.371 0.686  0.000
C 3.344 -4.486 -0.382  0.000
C 3.040 -3.155 -0.152  0.001
C 4.003 -0.151 1.215  0.000
C 5.200 -0.861 1.313  0.001
C 6.422 -0.206 1.230  0.000
C 6.470 1.167 1.046  0.001
C 5.286 1.883 0.937  0.001
C 4.067 1.229 1.014  0.001
H -0.537 -1.070 5.414  0.005
H 1.381 -0.962 6.941  -0.003
H 3.678 -0.639 6.047  0.012
H 4.048 -0.610 3.626  -0.003
H 2.787 -3.210 3.220  0.000
H 3.291 -5.599 2.811  0.000
H 3.666 -6.414 0.509  0.000
H 3.500 -4.843 -1.392  0.000
H 2.943 -2.462 -0.982  0.000
H 5.181 -1.933 1.460  0.000
H 7.343 -0.772 1.312  0.000
H 7.424 1.676 0.984  0.000
H 5.313 2.955 0.779  0.000
H 3.149 1.792 0.895  0.000
N 0.025 1.564 1.511  -0.003
N -0.614 2.825 1.557  0.047
C -1.996 2.760 1.664  0.135
N -2.656 3.961 1.623  0.058
N -2.555 1.579 1.785  -0.030
N -3.833 1.464 2.239  0.360
O -4.460 2.470 2.740  0.203
O -4.411 0.320 2.107  0.211
H 0.641 1.484 2.312  0.003
H 0.560 1.503 0.633  0.000
H -0.299 3.428 0.809  0.006
H -2.114 4.739 1.971  0.007
H -3.575 3.835 2.064  0.002
N -1.179 -4.020 2.310  0.003
C -1.531 -2.967 1.508  0.006
N -2.873 -2.787 1.300  0.008
O -0.696 -2.304 0.893  0.003
H -1.775 -4.184 3.105  0.000
H -0.192 -4.008 2.526  0.001
H -3.491 -3.062 2.047  0.000
H -3.769 -0.965 1.297  0.001
Cl 2.860 2.647 -4.903  0.000
C 1.886 3.722 -3.938  0.000
C 2.530 4.722 -3.242  0.000
C 1.791 5.591 -2.462  0.000
C 0.420 5.424 -2.385  0.000
C -0.216 4.397 -3.066  0.000
Cl -1.926 4.267 -2.798  0.000
C 0.496 3.505 -3.890  0.000
N -0.028 2.523 -4.716  0.000
C -1.262 1.798 -4.601  0.000
C -2.339 2.232 -5.364  0.000
C -3.543 1.552 -5.340  0.000
C -3.661 0.401 -4.576  0.000
C -2.575 -0.063 -3.855  0.000
C -1.362 0.622 -3.842  0.000
C -0.230 0.098 -3.002  0.000
C -0.223 0.708 -1.580  0.003
O 0.710 1.486 -1.323  0.005
O -1.168 0.320 -0.825  0.012
H 3.604 4.815 -3.318  0.000
H 2.277 6.390 -1.919  0.000
H -0.187 6.112 -1.811  0.000
H 0.702 1.965 -5.130  0.000
H -2.228 3.135 -5.949  0.000
H -4.386 1.915 -5.915  0.000
H -4.599 -0.138 -4.543  0.000
H -2.659 -0.970 -3.271  0.000
H 0.739 0.314 -3.448  0.000
H -0.330 -0.981 -2.872  0.000
C -4.257 -0.383 -1.127  0.002
C -3.877 -1.768 -0.615  0.000
C -5.136 -2.619 -0.413  0.000
C -2.913 -2.458 -1.580  0.000
N -3.185 -1.559 0.677  -0.002
H -4.741 -0.462 -2.102  0.000
H -3.361 0.228 -1.225  0.000
H -4.944 0.105 -0.431  0.001
H -5.677 -2.725 -1.355  0.000
H -5.794 -2.141 0.317  0.000
H -4.872 -3.615 -0.054  0.000
H -3.362 -2.556 -2.571  0.000
H -2.654 -3.455 -1.220  0.000
H -1.997 -1.870 -1.646  0.000



Entry 2:
Here is a cluster of 2 separate species, C5H8BrCl in total from OMol25. Energies are from ωB97M-V with the def2-TZVPD basis set.

**Total energy**: -3229.42226 Ha
**Kohn-Sham gap (spin up / spin down)**: 0.308 / 0.308 Eh
**HOMO level (spin up / spin down)**: -8.24 / -8.24 eV

Last column: natural (NBO) charge in e.
Element x y z (Å)
C 0.527 -1.394 1.891  -0.355
C 0.559 -0.963 0.633  -0.306
C -0.791 -0.399 -1.445  -0.681
C 0.458 1.922 -0.228  -0.390
C -0.449 -0.161 -0.009  -0.013
Cl 1.167 2.049 -1.779  -0.005
Br -1.994 0.292 1.041  0.025
H 1.308 -2.015 2.296  0.203
H -0.294 -1.170 2.551  0.207
H 1.389 -1.220 -0.014  0.221
H -1.404 0.412 -1.838  0.230
H 0.114 -0.471 -2.045  0.230
H -1.356 -1.328 -1.550  0.223
H -0.416 2.535 -0.083  0.206
H 1.181 1.910 0.576  0.204



Entry 3:
Here is a cluster of 2 separate species, C4H11NO3 in total from OMol25. Energies are from ωB97M-V with the def2-TZVPD basis set.

**Total energy**: -439.41995 Ha
**Kohn-Sham gap**: 0.341 Eh
**SMILES**: CCNCC(=O)O.O
**HOMO level**: -8.58 eV

Last column: natural (NBO) charge in e.
Element x y z (Å)
C -2.555 0.757 0.075  -0.626
C -1.309 0.331 -0.783  -0.215
N -0.482 -0.677 -0.109  -0.614
C 0.889 -0.230 0.247  -0.338
C 1.056 0.160 1.736  0.779
O 0.690 1.133 2.276  -0.561
O 1.879 -0.818 2.190  -0.691
H -3.461 1.094 -0.410  0.210
H -2.336 1.780 0.538  0.207
H -2.812 0.002 0.718  0.199
H -0.893 1.199 -1.193  0.195
H -1.741 -0.182 -1.708  0.170
H -0.844 -1.118 0.626  0.354
H 1.511 -1.176 -0.215  0.226
H 1.112 0.641 -0.370  0.215
H 2.149 -0.653 3.163  0.489
O 0.261 -0.629 -4.343  -0.921
H -0.615 -0.782 -4.720  0.462
H 0.180 0.343 -4.302  0.460



Entry 4:
Here is a cluster of 2 separate species, C9H23N2Si in total from OMol25. Energies are from ωB97M-V with the def2-TZVPD basis set.

**Total energy**: -755.30634 Ha
**Kohn-Sham gap (spin up / spin down)**: 0.194 / 0.194 Eh
**HOMO level (spin up / spin down)**: -10.55 / -10.55 eV
**Total charge**: +1

Last column: natural (NBO) charge in e.
Element x y z (Å)
C 0.575 0.865 -0.496  -0.219
C 0.389 -1.944 0.717  -0.641
C 2.014 -0.513 1.684  -0.619
C -3.434 -0.678 -2.866  -0.610
C -1.219 -1.986 -2.932  -0.622
C 2.631 3.159 3.343  -1.218
C -0.187 0.689 -1.621  0.049
C 0.604 -0.695 1.466  -0.069
C -1.840 -0.561 -2.937  -0.063
N 0.020 0.579 0.754  -0.627
N -1.422 0.096 -1.719  -0.617
Si 0.937 2.397 3.055  1.403
H 1.471 1.341 -0.616  0.205
H 0.789 -2.714 1.428  0.235
H -0.688 -2.165 0.639  0.208
H 0.604 -1.940 -0.361  0.246
H 2.339 0.227 2.457  0.179
H 2.629 -0.002 0.860  0.235
H 2.487 -1.429 1.968  0.245
H -3.779 -0.796 -1.802  0.202
H -3.970 0.047 -3.543  0.232
H -3.705 -1.570 -3.326  0.214
H 0.024 -1.920 -2.681  0.194
H -1.300 -2.522 -3.936  0.237
H -1.544 -2.567 -2.032  0.209
H 3.530 2.497 3.100  0.303
H 2.874 4.136 2.797  0.296
H 2.606 3.506 4.434  0.293
H 0.416 0.857 -2.619  0.225
H 0.087 -0.802 2.418  0.200
H -1.685 -0.065 -3.886  0.222
H -0.986 0.417 0.822  0.380
H -1.840 -0.277 -0.853  0.379
H 0.046 3.004 2.197  -0.163
H 0.524 1.332 4.087  -0.123